No. 1
Density functional theory data (the ωB97M-V functional and the def2-TZVPD basis) for C47H60BGeN6PS3W as an isolated structure in a non-equilibrium geometry.

Geometry as XYZ:
```
120
Properties=species:S:1:pos:R:3:forces:R:3:lowdin_charge:R:1
W -0.50441 -0.42450 -0.13983 0.621 0.573 -1.571 0.69
C 3.14139 -0.10442 4.20758 0.003 0.043 0.044 -0.04
C 3.05927 -1.62641 4.16380 0.036 0.004 0.010 -0.55
C 4.26313 -2.20100 4.91040 0.004 -0.008 -0.023 -0.06
C 1.79138 -2.15550 4.83624 -0.034 0.011 0.024 -0.05
N 3.11215 -2.06709 2.73905 0.004 -0.088 -0.007 0.00
C 4.14868 -2.81132 2.19227 -0.012 0.058 0.022 -0.04
C 3.86738 -2.99703 0.89434 -0.033 -0.020 -0.004 -0.04
N 2.65958 -2.38086 0.62046 0.016 0.043 -0.003 0.05
B 2.08895 -2.47179 -0.81364 0.042 -0.041 -0.125 -0.61
N 2.75018 -1.44451 -1.74605 -0.051 0.005 -0.080 0.02
C 3.59352 -1.82482 -2.76860 -0.047 -0.040 -0.009 -0.05
C 4.07759 -0.71020 -3.34378 -0.015 0.019 -0.032 -0.03
N 3.52019 0.37230 -2.67744 0.007 0.035 -0.008 0.01
C 2.70276 -0.10155 -1.70206 -0.007 -0.034 0.107 -0.65
S 1.75517 0.77219 -0.57013 0.172 0.009 0.105 0.67
C 3.77142 1.79989 -3.02324 0.001 0.021 -0.016 -0.54
C 2.46379 2.43449 -3.49373 0.014 -0.001 0.014 -0.03
C 4.34862 2.52421 -1.80738 -0.015 0.006 0.001 -0.04
C 4.78701 1.86853 -4.16107 0.009 0.006 -0.010 -0.06
N 0.52662 -2.47595 -0.73197 0.163 0.028 0.393 -0.09
C 0.06166 -3.65960 -0.11328 0.007 -0.020 -0.059 -0.08
C -0.95661 -4.14138 -0.82500 -0.077 0.087 0.018 -0.03
N -1.22134 -3.27944 -1.88359 0.001 -0.029 -0.025 0.01
C -0.34179 -2.22675 -1.79535 -0.280 -0.604 0.503 -0.73
S -0.14203 -0.84243 -2.71694 -0.365 0.200 0.017 0.76
C -2.07222 -3.61256 -3.05191 -0.028 -0.021 -0.055 -0.54
C -3.06979 -4.69251 -2.63515 0.008 -0.001 0.005 -0.04
C -1.16590 -4.13545 -4.16692 -0.017 -0.005 -0.027 -0.02
C -2.85495 -2.38445 -3.52035 0.025 0.002 0.018 -0.05
C 2.20148 -1.80386 1.75172 0.096 0.173 0.022 -0.57
S 0.74591 -0.94497 2.01228 0.020 -0.156 0.139 0.78
H 3.08781 0.23184 5.24486 -0.006 0.000 -0.020 0.09
H 2.32615 0.35611 3.65639 0.008 0.004 0.013 0.03
H 4.08900 0.23362 3.78200 -0.009 -0.001 -0.003 0.10
H 4.20402 -1.86076 5.94337 0.000 0.000 -0.002 0.09
H 5.20930 -1.84446 4.50101 -0.010 -0.002 -0.003 0.08
H 4.26011 -3.29245 4.91834 -0.007 0.007 -0.008 0.09
H 1.86227 -1.97134 5.90949 -0.007 0.010 -0.005 0.09
H 1.69985 -3.23238 4.67938 0.007 0.004 0.007 0.09
H 0.89357 -1.67181 4.45963 0.036 -0.029 0.015 0.03
H 4.98808 -3.14824 2.76667 -0.004 -0.005 0.001 0.11
H 4.40754 -3.53069 0.13256 -0.016 0.015 0.021 0.12
H 2.42986 -3.54343 -1.25878 0.007 -0.017 0.038 0.13
H 3.76564 -2.86171 -2.99618 0.010 0.037 0.007 0.12
H 4.76245 -0.59862 -4.16107 -0.008 -0.013 0.017 0.11
H 1.73036 2.43727 -2.69237 0.011 -0.012 -0.036 0.02
H 2.05857 1.88470 -4.34566 0.001 0.002 0.013 0.10
H 2.65348 3.46447 -3.80159 0.000 -0.008 0.013 0.09
H 3.64719 2.52348 -0.97545 0.020 0.006 -0.013 0.04
H 4.56833 3.55863 -2.07734 -0.010 -0.012 -0.003 0.09
H 5.27741 2.04718 -1.48767 -0.014 0.000 -0.001 0.09
H 4.41807 1.38984 -5.06956 -0.001 0.008 0.015 0.09
H 5.74516 1.42647 -3.88259 -0.014 -0.002 0.002 0.09
H 4.96019 2.91975 -4.38864 0.004 -0.003 -0.001 0.09
H 0.51768 -4.02670 0.78859 -0.014 -0.007 -0.019 0.13
H -1.57126 -4.99615 -0.61606 0.000 -0.011 -0.031 0.12
H -2.58273 -5.63583 -2.38593 0.014 0.013 0.014 0.08
H -3.73712 -4.88503 -3.47430 0.001 0.001 0.002 0.09
H -3.67271 -4.36305 -1.78617 0.010 -0.001 -0.010 0.10
H -0.64975 -5.04514 -3.85325 0.001 0.014 0.004 0.09
H -0.42279 -3.38244 -4.43492 -0.006 0.001 -0.002 0.08
H -1.75888 -4.36109 -5.05574 0.009 0.006 0.017 0.09
H -3.16534 -1.79292 -2.66317 0.029 -0.054 -0.040 0.04
H -3.74462 -2.70783 -4.06275 0.006 -0.002 -0.013 0.09
H -2.26321 -1.74325 -4.17028 -0.034 -0.025 0.045 0.05
C -0.29825 5.81485 -1.07593 -0.010 0.006 0.022 -0.08
C -0.82304 5.74977 0.20982 0.009 0.007 -0.017 -0.07
C -1.03977 4.52024 0.81014 -0.007 -0.019 -0.012 -0.09
C -0.76858 3.33748 0.12195 0.121 0.034 -0.035 -0.38
C -0.23579 3.41463 -1.15749 -0.011 0.047 0.020 -0.18
C 0.00454 4.64521 -1.75474 0.002 -0.023 0.005 -0.08
P -1.06636 1.69613 0.88801 -0.460 -0.010 0.547 0.92
C -0.26114 2.06455 2.50984 0.003 -0.130 0.043 -0.37
C -0.77643 1.53661 3.69152 -0.026 0.016 0.021 -0.10
C -0.15015 1.77909 4.90675 -0.012 -0.006 0.011 -0.08
C 1.00801 2.54059 4.95575 0.013 -0.004 0.004 -0.11
C 1.55297 3.03616 3.77929 -0.030 0.022 -0.012 -0.09
C 0.92551 2.79520 2.56506 -0.008 0.011 0.021 -0.10
C -2.81905 1.52679 1.42773 0.062 -0.120 -0.109 -0.32
C -3.52710 2.40973 2.23349 -0.022 0.042 0.016 -0.10
C -4.73961 2.01670 2.78787 -0.008 -0.045 -0.008 -0.08
C -5.16728 0.70251 2.65910 0.029 0.042 -0.003 -0.03
C -4.43166 -0.22073 1.91140 -0.062 -0.025 0.007 -0.17
C -4.68061 -1.65606 2.07035 0.053 -0.009 0.002 -0.05
C -3.71725 -2.60728 2.14765 -0.043 0.039 0.024 -0.09
C -2.29528 -2.45991 1.87908 -0.001 -0.006 -0.003 -0.13
C -1.85029 -1.55995 0.98115 -0.053 -0.197 0.093 -0.37
C -3.33483 0.25067 1.17037 0.062 0.109 0.036 -0.23
H -0.12351 6.77619 -1.54324 -0.004 -0.008 0.010 0.10
H -1.05405 6.66011 0.74894 -0.001 -0.011 -0.006 0.10
H -1.40859 4.48662 1.82765 0.010 -0.002 -0.017 0.10
H -0.03692 2.49180 -1.68776 -0.010 0.009 -0.015 0.03
H 0.41735 4.68707 -2.75568 -0.004 -0.001 0.012 0.10
H -1.68097 0.93951 3.66929 0.022 -0.014 -0.010 0.11
H -0.57682 1.37483 5.81684 0.013 0.004 -0.007 0.10
H 1.49243 2.73613 5.90494 -0.011 0.005 -0.010 0.10
H 2.46654 3.61800 3.80360 -0.008 -0.009 0.005 0.10
H 1.35501 3.19975 1.65652 0.014 -0.025 -0.011 0.10
H -3.13911 3.39707 2.45186 -0.006 -0.018 -0.015 0.10
H -5.30987 2.71362 3.38956 0.007 -0.004 -0.014 0.10
H -6.04535 0.36711 3.20068 0.013 -0.003 -0.009 0.11
H -5.68795 -1.93679 2.36282 0.005 0.003 -0.008 0.10
H -4.04097 -3.57945 2.51442 0.014 0.005 -0.008 0.09
H -1.61476 -3.12332 2.40863 -0.015 0.000 -0.014 0.08
C -4.46124 0.37539 -1.86186 -0.123 0.066 -0.150 -0.23
Ge -2.66063 1.19837 -1.85845 0.539 -0.183 0.308 0.85
C -3.27423 3.04092 -1.43284 -0.133 0.058 -0.061 -0.22
C -2.15177 1.43055 -3.75743 -0.043 0.117 -0.085 -0.28
C -2.67867 -0.69533 0.22447 -0.112 -0.013 -0.009 -0.42
H -5.02552 0.97226 -2.58526 -0.002 -0.031 0.013 0.02
H -4.92395 0.50785 -0.88299 0.002 0.015 -0.029 0.03
H -4.54786 -0.66834 -2.14754 -0.013 0.048 0.014 0.00
H -4.27527 3.09746 -1.87205 0.034 -0.001 -0.001 0.03
H -2.64965 3.79957 -1.90011 -0.014 -0.008 0.008 0.01
H -3.36436 3.25623 -0.37272 -0.037 0.000 -0.030 0.00
H -1.61436 2.37582 -3.86744 0.028 -0.031 0.007 0.01
H -3.07421 1.50027 -4.34138 0.011 0.035 0.025 0.02
H -1.54617 0.62555 -4.16268 -0.080 0.050 -0.044 -0.06
H -3.37551 -1.18716 -0.45244 0.018 -0.017 0.055 0.08
```
Forces are in eV/Å.

DFT total energy = -5860.36149 Eh
Kohn-Sham gap = 6.11 eV
HOMO energy = -5.721 eV
LUMO = 0.392 eV

No. 2
Density functional theory data (the ωB97M-V functional and the def2-TZVPD basis) for a single C6H12O molecule.

Geometry as XYZ:
```
19
Properties=species:S:1:pos:R:3:forces:R:3:nbo_charge:R:1
C -1.60783 1.34277 -1.84995 -0.036 -0.179 -0.009 -0.65
C -0.63983 1.43469 -0.69246 0.002 -0.066 -0.169 -0.04
O -0.81355 0.38748 0.31455 0.153 -0.112 0.181 -0.46
C 0.46278 0.57085 1.37598 0.158 0.098 0.497 -0.28
C -0.44643 -1.09600 0.33231 -0.187 0.383 -0.289 -0.02
C 0.73058 -0.94893 1.27381 0.053 0.129 -0.018 -0.35
C 2.08056 -1.35714 0.67635 -0.022 0.033 -0.032 -0.60
H -2.64516 1.30654 -1.50571 0.122 -0.036 -0.027 0.22
H -1.39930 0.46524 -2.46672 -0.105 0.038 0.004 0.21
H -1.49579 2.23184 -2.48511 0.038 -0.205 0.176 0.23
H -0.81211 2.35579 -0.11595 0.068 -0.433 -0.021 0.21
H 0.40712 1.46524 -1.00530 -0.117 -0.243 0.045 0.20
H -0.15839 0.76222 2.26415 0.186 -0.051 0.038 0.13
H -0.22683 -1.47706 -0.66935 -0.065 0.220 0.036 0.19
H -1.32022 -1.60238 0.75753 0.147 0.281 -0.237 0.21
H 0.59229 -1.46864 2.23300 -0.127 -0.044 -0.281 0.19
H 2.91002 -0.97442 1.28110 -0.191 -0.019 -0.047 0.22
H 2.18522 -2.45051 0.61584 -0.061 0.197 0.011 0.20
H 2.19686 -0.94757 -0.33408 -0.017 0.008 0.145 0.20
```
Forces are in eV/Å.

DFT total energy = -310.87498 Eh
Kohn-Sham gap = 7.88 eV
HOMO energy = -7.013 eV
LUMO = 0.865 eV

No. 3
Density functional theory data (the ωB97M-V functional and the def2-TZVPD basis) for a single C10H17N3O4 molecule in a non-equilibrium geometry.

Geometry as XYZ:
```
34
Properties=species:S:1:pos:R:3:forces:R:3:nbo_charge:R:1
N -5.15636 -0.27038 -0.19548 -0.086 -0.894 1.213 -0.83
C -3.92661 0.16572 0.28807 0.051 0.984 -0.277 0.69
O -3.72127 0.26988 1.48790 -0.544 -0.291 -0.828 -0.62
C -2.95351 0.66269 -0.82577 1.396 -0.534 0.853 -0.51
C -1.90415 -0.40537 -1.22894 0.271 -1.606 0.450 -0.40
C -0.94579 -0.91694 -0.05714 0.589 2.004 -0.557 -0.12
N -1.05142 -0.15796 1.19829 -0.558 -0.846 0.445 -0.88
C 0.53020 -0.82410 -0.56714 -2.068 -1.834 0.537 0.68
O 0.96897 -1.85193 -1.06550 0.631 0.447 -0.392 -0.63
N 1.24043 0.27052 -0.33010 -0.768 0.642 -1.006 -0.44
C 0.70886 1.51790 0.17540 2.037 -0.056 1.195 -0.18
C 1.71868 2.54461 -0.27156 2.028 -1.122 -0.050 -0.40
C 3.10736 1.70410 -0.32505 -0.785 0.565 -0.041 -0.41
C 2.63218 0.28200 -0.65037 1.068 -0.715 0.814 -0.14
C 3.16303 -0.82321 0.31834 -1.301 1.158 0.462 0.80
O 3.67396 -1.85991 0.10089 1.193 -0.636 -0.319 -0.53
O 2.66044 -0.47062 1.55746 0.851 -0.345 0.991 -0.75
H -5.23706 -0.70725 -1.10888 0.221 0.336 0.241 0.39
H -5.72061 -0.73821 0.54574 0.640 0.609 -0.964 0.40
H -3.54876 0.80594 -1.69893 -0.392 0.665 -0.648 0.22
H -2.34279 1.57858 -0.54934 -1.380 -0.934 0.014 0.24
H -1.23149 -0.07103 -2.04361 -0.680 0.237 0.274 0.22
H -2.39749 -1.33939 -1.63603 0.307 1.077 0.357 0.21
H -1.04126 -1.97283 0.02530 -0.389 -0.906 0.287 0.20
H -0.18799 -0.31885 1.72840 -0.736 -0.106 0.045 0.36
H -1.91227 -0.35794 1.76137 1.352 0.203 -0.814 0.41
H -0.21015 1.69163 -0.27138 -1.851 0.410 -0.333 0.21
H 0.64795 1.47875 1.28551 -0.114 0.299 -0.863 0.21
H 1.51122 2.89883 -1.24914 -0.364 0.454 -0.953 0.20
H 1.70925 3.36048 0.42882 0.431 0.457 0.122 0.22
H 3.96322 1.98544 -0.97982 -1.083 0.307 0.132 0.23
H 3.49960 1.74554 0.66970 0.281 -0.190 0.686 0.22
H 2.83098 -0.02542 -1.67369 -0.037 -0.083 -0.064 0.23
H 3.00071 -1.05317 2.27587 -0.211 0.241 -1.010 0.50
```
Forces are in eV/Å.

SMILES = NC(=O)CC[C@H](N)C(=O)N1CCC[C@H]1C(=O)O
DFT total energy = -856.48558 Eh
Kohn-Sham gap = 9.55 eV
HOMO energy = -8.949 eV
LUMO = 0.604 eV

Across the entries above, energy above the lowest of the compared OMol25 structures with the same formula, charge and spin takes the values 49.4, 115.6, 41.4 kcal/mol, respectively.